{"formula": "C4H11N2O", "method": "ωB97M-V with the def2-TZVPD basis set", "relative_energy_ev": 3.089, "spin_multiplicity": 2, "gap_ev": [10.593, 4.860], "fmax_ev_per_a": 5.72, "total_charge": 2, "s2": 0.79, "symbols": ["O", "C", "N", "C", "N", "C", "C", "H", "H", "H", "H", "H", "H", "H", "H", "H", "H", "H"], "positions_angstrom": [[-0.034260, -1.536391, 1.527986], [-0.517279, -1.018718, 0.518564], [-1.592187, -1.467007, -0.177081], [-0.068147, 0.367133, 0.150392], [1.070806, 0.654504, 1.238648], [0.505945, 1.979958, -1.746186], [0.410778, 0.537153, -1.252491], [-1.851900, -0.977830, -1.047106], [-1.984193, -2.254026, 0.115398], [-0.907824, 1.094266, 0.449728], [1.057599, -0.258831, 1.743617], [1.031336, 1.517804, 1.767354], [1.862816, 0.741827, 0.645875], [0.952578, 2.780183, -1.029935], [-0.419559, 2.325782, -2.230928], [1.103006, 2.071110, -2.658738], [-0.197183, -0.317142, -1.859106], [1.289288, 0.062351, -1.572706]], "atomic_forces_ev_per_a": [[-1.0247, -1.4134, -0.5393], [-0.7657, 0.7829, 0.1298], [3.6766, 3.8744, -1.2998], [0.4457, 2.3571, 1.9897], [-1.4417, -1.0391, -1.9804], [-0.3687, 1.4754, -0.8487], [-1.8135, -0.8827, -1.5473], [-0.4859, -0.1448, 0.4911], [-2.8205, -4.7577, 1.4543], [1.0012, -0.9920, -0.7669], [0.7583, 1.1686, 0.7536], [-0.5610, 0.1010, 0.6054], [1.6135, -0.0881, -0.2917], [-1.0286, -1.6416, -0.8702], [-0.2428, 0.2087, 1.0320], [0.6103, -0.5504, 0.3400], [0.3153, 2.4729, 0.4728], [2.1320, -0.9313, 0.8757]]}